# 1
This record from the Open Molecules 2025 dataset describes 2 unconnected molecules or ions with the total composition C7H16OS in a non-equilibrium geometry. The level of theory is the ωB97M-V functional and the def2-TZVPD basis.

As for the total energy: -20397.9526 eV. The value obtained for the LUMO energy is 0.90 eV. The energy above the lowest of the compared OMol25 structures with the same formula, charge and spin is 330.8 kJ/mol. As for the spin multiplicity: 1. Its HOMO-LUMO gap is 9.4 eV. As for the SMILES: CC(C)(C)SO.C=CC.

Positions of all 25 atoms, in Å:
C (-2.2228, 0.6291, 1.4937)
C (-1.7091, 0.2490, 0.1019)
C (-2.6060, 0.8323, -0.9612)
C (-1.4958, -1.2773, -0.1094)
S (-0.1047, 1.1389, 0.0998)
O (0.5610, 0.9927, -1.3569)
H (-3.2143, 0.4322, 1.5595)
H (-1.5990, 0.1810, 2.2481)
H (-2.1868, 1.6312, 1.6704)
H (-1.9786, 1.1871, -1.7514)
H (-2.9012, 1.7497, -0.6560)
H (-3.5899, 0.3028, -1.3982)
H (-2.2921, -1.9451, -0.2279)
H (-0.7869, -1.3532, -0.8190)
H (-1.0914, -1.6163, 0.7595)
H (1.2987, 0.2934, -1.2724)
C (2.7077, -1.1223, -0.6845)
C (2.6917, -0.4101, 0.4041)
C (3.2793, 0.8882, 0.6274)
H (2.4115, -2.1443, -0.9303)
H (3.2428, -0.7664, -1.5043)
H (1.9667, -0.5531, 1.1554)
H (4.0668, 1.1638, -0.2296)
H (2.4767, 1.5526, 0.4313)
H (3.8827, 1.0270, 1.5482)

# 2
This record from the Open Molecules 2025 dataset describes a molecular structure, C21H22N5O10S2 in a non-equilibrium geometry. The level of theory is the ωB97M-V functional and the def2-TZVPD basis.

As for the total energy: -71722.5296 eV. The value obtained for the LUMO energy is 1.05 eV. As for the spin multiplicity: 1. Its HOMO-LUMO gap is 6.6 eV. As for the charge: -1.

Positions of all 60 atoms, in Å:
C (1.7996, 2.8018, 1.9210)
S (0.9252, 3.7079, 3.1791)
O (0.7898, 2.7963, 4.2953)
O (1.6666, 4.9284, 3.4173)
N (-0.4703, 4.1233, 2.5243)
S (-1.4132, 3.0399, 1.8375)
O (-0.9718, 2.6724, 0.5021)
O (-1.7908, 1.9374, 2.6922)
C (-2.8640, 4.1141, 1.5952)
C (-4.0798, 3.5417, 2.2516)
N (-4.7395, 2.6009, 1.7215)
H (1.5971, 3.2489, 0.9524)
H (2.8608, 2.8275, 2.1632)
H (1.4220, 1.7814, 1.9361)
H (-3.0383, 4.1690, 0.5236)
H (-2.6218, 5.0970, 1.9832)
H (-4.3751, 3.9635, 3.2162)
H (-5.5050, 2.3339, 2.3388)
C (-4.9945, 2.6325, -5.0034)
C (-4.3328, 3.8512, -5.0753)
C (-4.2719, 4.6762, -3.9638)
C (-4.8869, 4.2573, -2.7998)
C (-5.5455, 3.0469, -2.6994)
C (-5.5974, 2.2314, -3.8187)
N (-4.8140, 5.1187, -1.6044)
O (-4.1822, 6.1536, -1.6914)
O (-5.3797, 4.7273, -0.6069)
H (-5.0303, 1.9872, -5.8715)
H (-3.8541, 4.1574, -5.9956)
H (-3.7544, 5.6231, -3.9917)
H (-5.9842, 2.7468, -1.7594)
H (-6.0992, 1.2753, -3.7596)
C (2.6598, -0.9413, 2.2380)
C (3.9729, -1.1979, 1.8685)
C (4.2613, -1.6395, 0.5889)
C (3.2120, -1.8294, -0.2943)
C (1.8972, -1.5628, 0.0456)
C (1.6267, -1.1155, 1.3284)
N (3.5038, -2.3692, -1.6307)
O (4.6669, -2.6238, -1.8999)
O (2.5924, -2.4458, -2.4295)
H (2.4359, -0.5947, 3.2382)
H (4.7752, -1.0629, 2.5806)
H (5.2746, -1.8541, 0.2840)
H (1.1061, -1.7081, -0.6741)
H (0.6080, -0.8963, 1.6190)
C (3.6322, -7.2292, -1.5344)
C (3.9590, -5.8943, -1.3337)
C (3.7517, -5.3100, -0.0950)
C (3.2155, -6.0813, 0.9192)
C (2.8851, -7.4115, 0.7455)
C (3.0984, -7.9852, -0.4982)
N (2.9846, -5.4482, 2.2340)
O (3.2498, -4.2678, 2.3250)
O (2.5456, -6.1407, 3.1301)
H (3.7938, -7.6825, -2.5036)
H (4.3719, -5.3012, -2.1388)
H (4.0015, -4.2760, 0.0852)
H (2.4661, -7.9775, 1.5639)
H (2.8429, -9.0239, -0.6584)

# 3
This record from the Open Molecules 2025 dataset describes a molecular structure, C17H15ClO3Pr in a non-equilibrium geometry. The level of theory is the ωB97M-V functional and the def2-TZVPD basis.

As for the total energy: -50608.5179 eV. The value obtained for the LUMO energy (spin up / spin down) is 1.94 / 1.96 eV. The energy above the lowest of the compared OMol25 structures with the same formula, charge and spin is 126.3 kJ/mol. As for the spin multiplicity: 3. Its HOMO-LUMO gap (spin up / spin down) is 5.0 / 5.0 eV. As for the charge: -1.

Positions of all 37 atoms, in Å:
C (2.2804, -2.4843, 0.4685)
C (2.3340, -2.5927, -0.9409)
C (1.0035, -2.6287, -1.4362)
H (3.2401, -2.7580, -1.5204)
C (0.1130, -2.5675, -0.3288)
C (0.9110, -2.4722, 0.8489)
H (0.5661, -2.5464, 1.8622)
H (3.0965, -2.5766, 1.1668)
H (0.7084, -2.7794, -2.4790)
H (-0.9720, -2.6266, -0.3504)
Pr (1.1046, -0.0717, -0.1624)
Cl (2.7346, 1.0134, 1.3647)
C (1.5006, 2.3397, -5.0369)
C (0.2767, 1.7035, -5.3798)
C (0.5858, 0.4766, -6.0274)
H (-0.7259, 2.1045, -5.2130)
C (2.0007, 0.3549, -6.0855)
C (2.5661, 1.5067, -5.4741)
H (3.6328, 1.7280, -5.3901)
H (1.6048, 3.3176, -4.5610)
H (-0.1355, -0.2325, -6.4413)
H (2.5554, -0.4640, -6.5505)
O (-2.5888, 1.9781, 1.8569)
C (-2.5014, 1.4406, 3.0862)
C (-3.3989, 1.9014, 4.0649)
C (-3.3140, 1.4058, 5.3674)
C (-2.3521, 0.4465, 5.7026)
C (-1.4746, -0.0134, 4.7320)
C (-1.5316, 0.4528, 3.4164)
C (-0.5321, -0.0757, 2.4973)
O (0.4175, -0.7455, 2.9086)
O (-0.6811, 0.2127, 1.1880)
H (-1.8965, 1.4988, 1.3124)
H (-4.1339, 2.6444, 3.7511)
H (-4.0149, 1.7881, 6.1012)
H (-2.2729, 0.0602, 6.7174)
H (-0.7062, -0.7391, 4.9642)

# 4
This record from the Open Molecules 2025 dataset describes a molecular structure, C21H22N6O7PSTi. The level of theory is the ωB97M-V functional and the def2-TZVPD basis.

As for the total energy: -88649.0645 eV. The value obtained for the LUMO energy (spin up / spin down) is -0.87 / -0.86 eV. The energy above the lowest of the compared OMol25 structures with the same formula, charge and spin is 3.9 kJ/mol. As for the spin multiplicity: 2. Its HOMO-LUMO gap (spin up / spin down) is 7.1 / 7.6 eV.

Positions of all 59 atoms, in Å:
Ti (0.0431, -0.3140, 0.1662)
N (7.5291, -2.5586, -3.5813)
C (6.2889, -2.4886, -2.9707)
C (5.1203, -2.5964, -3.7321)
C (3.8850, -2.5745, -3.1195)
C (3.8028, -2.4466, -1.7399)
C (4.9512, -2.3437, -0.9699)
C (6.1893, -2.3682, -1.5818)
S (2.2315, -2.3798, -0.9740)
O (1.3748, -3.3449, -1.6220)
O (2.4244, -2.5322, 0.4541)
N (1.5734, -0.9202, -1.2382)
C (2.3029, 0.2332, -1.0396)
N (3.4498, 0.5053, -1.6545)
C (3.9682, 1.7044, -1.4260)
C (3.3695, 2.6557, -0.6134)
C (2.1869, 2.2881, -0.0055)
N (1.6701, 1.0814, -0.1981)
H (7.5547, -2.3282, -4.5606)
H (8.3015, -2.1745, -3.0631)
H (5.1900, -2.7016, -4.8080)
H (2.9792, -2.6531, -3.7063)
H (4.8667, -2.2468, 0.1039)
H (7.0906, -2.2993, -0.9846)
H (4.9087, 1.9150, -1.9241)
H (3.8018, 3.6328, -0.4630)
H (1.6423, 2.9536, 0.6530)
O (-1.1167, 0.7732, 1.5518)
C (-0.4849, 0.2332, 2.5069)
O (0.5035, -0.5077, 2.2485)
C (-0.9237, 0.4569, 3.9145)
C (-0.2257, -0.1458, 4.9544)
C (-0.6361, 0.0457, 6.2627)
C (-1.7431, 0.8437, 6.4883)
C (-2.4525, 1.4571, 5.4721)
C (-2.0311, 1.2574, 4.1680)
N (-2.1898, 1.0500, 7.8850)
O (-1.5566, 0.5019, 8.7634)
O (-3.1643, 1.7499, 8.0647)
H (0.6345, -0.7594, 4.7245)
H (-0.1210, -0.4060, 7.0966)
H (-3.3086, 2.0705, 5.7082)
H (-2.5530, 1.7128, 3.3377)
N (-1.6344, 1.3600, -2.1135)
C (-1.0486, 0.7741, -1.3063)
C (-2.7837, -3.5256, 1.3319)
P (-1.2982, -3.4530, 0.3298)
C (-1.6526, -4.2599, -1.2205)
C (-0.0261, -4.3631, 1.1863)
O (-0.9496, -1.9896, 0.1172)
H (-3.1084, -4.5562, 1.4763)
H (-3.5713, -2.9616, 0.8327)
H (-2.5863, -3.0701, 2.3025)
H (-1.9391, -5.2976, -1.0459)
H (-0.7619, -4.2138, -1.8463)
H (-2.4700, -3.7307, -1.7105)
H (-0.4054, -5.3545, 1.4387)
H (0.2476, -3.8251, 2.0942)
H (0.8569, -4.4438, 0.5539)

# 5
This record from the Open Molecules 2025 dataset describes 2 unconnected molecules or ions with the total composition C5H15NO2 in a non-equilibrium geometry. The level of theory is the ωB97M-V functional and the def2-TZVPD basis.

As for the total energy: -11012.7270 eV. The value obtained for the LUMO energy is 0.85 eV. The energy above the lowest of the compared OMol25 structures with the same formula, charge and spin is 117.6 kJ/mol. As for the spin multiplicity: 1. Its HOMO-LUMO gap is 9.6 eV. As for the SMILES: NCCCCCO.O.

Positions of all 23 atoms, in Å:
N (-0.5821, -0.7068, -2.7334)
C (0.7775, -0.3639, -2.3651)
C (1.1522, -0.7668, -0.9287)
C (0.2403, -0.1384, 0.1363)
C (0.9897, 0.7282, 1.1587)
C (0.1347, 1.8659, 1.6721)
O (-1.0782, 1.3200, 2.1930)
H (-1.2058, -0.8831, -1.9753)
H (-0.6927, -1.3080, -3.5221)
H (1.5045, -0.7862, -3.0600)
H (0.8878, 0.7297, -2.4241)
H (0.9719, -1.8446, -0.9534)
H (2.2294, -0.6495, -0.8208)
H (-0.3552, 0.5613, -0.4097)
H (-0.3453, -0.8973, 0.6392)
H (1.3336, 0.1250, 2.0072)
H (1.9124, 1.0999, 0.7106)
H (0.6627, 2.3235, 2.5143)
H (-0.0640, 2.6082, 0.8954)
H (-1.8749, 1.6080, 1.7472)
O (-2.5608, -1.4645, 1.7265)
H (-2.0851, -2.2906, 1.6012)
H (-1.9523, -0.8698, 2.1910)